1.
Density functional theory data (the ωB97M-V functional and the def2-TZVPD basis) for a molecular structure, C3HEuO3.

```
8
C3HEuO3 | the Open Molecules 2025 dataset | the ωB97M-V functional and the def2-TZVPD basis
C -2.21 0.00 -0.14
O -3.36 -0.22 -0.13
C 1.24 -0.05 0.00
Eu 0.44 2.39 -0.12
C -0.95 0.39 -0.17
O 0.07 -0.61 -0.05
O 2.18 -0.91 -0.14
H 2.58 -1.00 0.76
```

Properties
ΔE to the lowest compared entry with this formula, charge and spin, kcal/mol: 46.18
Orbital gap (alpha / beta), eV: 6.897 / 7.102
Charge: +1
⟨S²⟩: 15.761
Spin multiplicity: 8

=====

2.
Density functional theory data (the ωB97M-V functional and the def2-TZVPD basis) for a single C3HF2I molecule.

```
7
C3HF2I | the Open Molecules 2025 dataset | the ωB97M-V functional and the def2-TZVPD basis
I -0.35 -0.75 -2.73
C -0.13 -0.24 -0.67
F 0.54 1.82 0.34
F 1.62 -0.01 0.92
C -0.73 -0.34 0.53
H -1.43 -0.98 1.22
C 0.48 0.50 0.39
```

Properties
ΔE to the lowest compared entry with this formula, charge and spin, kcal/mol: 1.14
Orbital gap, eV: 9.824

=====

3.
Density functional theory data (the ωB97M-V functional and the def2-TZVPD basis) for a single C3HF2N molecule.

```
7
C3HF2N | the Open Molecules 2025 dataset | the ωB97M-V functional and the def2-TZVPD basis
N 1.75 -0.60 -1.67
C 1.05 -0.53 -0.74
H -1.45 0.79 1.15
F -0.77 1.54 -0.55
C -0.73 0.62 0.36
C 0.13 -0.41 0.24
F 0.02 -1.41 1.20
```

Properties
ΔE to the lowest compared entry with this formula, charge and spin, kcal/mol: 16.09
Orbital gap, eV: 10.391

=====

4.
Density functional theory data (the ωB97M-V functional and the def2-TZVPD basis) for 2 unconnected molecules or ions with the total composition C3HF2NO.

```
8
C3HF2NO | the Open Molecules 2025 dataset | the ωB97M-V functional and the def2-TZVPD basis
C 0.45 1.59 -1.54
H -0.57 -0.88 1.81
C 0.30 0.83 -0.24
O 0.65 1.34 0.77
F 0.55 -2.14 0.65
F -1.54 -1.71 0.21
N 0.59 2.25 -2.46
C -0.44 -1.28 0.81
```

Properties
ΔE to the lowest compared entry with this formula, charge and spin, kcal/mol: 77.91
Orbital gap (alpha / beta), eV: 7.976 / 7.991

=====

5.
Density functional theory data (the ωB97M-V functional and the def2-TZVPD basis) for 3 unconnected molecules or ions with the total composition C3HF2NO3S.

```
11
C3HF2NO3S | the Open Molecules 2025 dataset | the ωB97M-V functional and the def2-TZVPD basis
C -1.74 -0.01 -0.86
O -0.19 -1.85 0.75
N 1.74 0.57 0.06
F -3.28 0.89 0.85
O 2.17 -2.34 0.25
F -0.96 -0.21 -1.86
S 0.88 -1.85 -0.20
O 0.15 2.29 0.50
C 0.96 1.48 0.32
C -2.47 0.60 -0.14
H 2.73 0.43 0.32
```

Properties
ΔE to the lowest compared entry with this formula, charge and spin, kcal/mol: 0.00
Orbital gap, eV: 9.752

=====

6.
Density functional theory data (the ωB97M-V functional and the def2-TZVPD basis) for a single C3HF3 molecule.

```
7
C3HF3 | the Open Molecules 2025 dataset | the ωB97M-V functional and the def2-TZVPD basis
C -2.06 0.29 -0.97
C 0.24 -0.01 0.17
C -0.93 0.37 -0.37
H -2.81 0.27 -1.94
F 0.29 -1.42 0.09
F 0.55 0.38 1.34
F 1.31 0.58 -0.44
```

Properties
ΔE to the lowest compared entry with this formula, charge and spin, kcal/mol: 37.98
Orbital gap, eV: 11.579

=====

7.
Density functional theory data (the ωB97M-V functional and the def2-TZVPD basis) for 2 unconnected molecules or ions with the total composition C3HF5.

```
9
C3HF5 | the Open Molecules 2025 dataset | the ωB97M-V functional and the def2-TZVPD basis
C -0.55 0.10 0.70
H 0.95 -1.40 0.92
C 0.38 -0.64 1.30
F -1.12 0.55 -2.06
C 0.03 0.44 -1.40
F 0.74 1.55 -1.53
F 0.33 -0.97 2.64
F -1.45 0.95 1.22
F 0.70 -0.58 -1.80
```

Properties
ΔE to the lowest compared entry with this formula, charge and spin, kcal/mol: 1.05
Orbital gap, eV: 10.477

=====

8.
Density functional theory data (the ωB97M-V functional and the def2-TZVPD basis) for a molecular structure, C3HFO2PTl.

```
9
C3HFO2PTl | the Open Molecules 2025 dataset | the ωB97M-V functional and the def2-TZVPD basis
Tl 2.36 0.10 0.40
C -0.05 1.18 -0.14
P -1.34 -0.37 -0.69
C -0.13 -1.65 0.09
O 1.13 -1.57 -0.02
F -0.86 -2.73 -0.77
O -2.55 -0.29 0.28
H 0.97 3.11 0.62
C 0.47 2.22 0.24
```

Properties
Orbital gap (alpha / beta), eV: 5.077 / 6.313
Charge: -1
⟨S²⟩: 0.755
Spin multiplicity: 2

=====

9.
Density functional theory data (the ωB97M-V functional and the def2-TZVPD basis) for a molecular structure, C3HFOSc.

```
7
C3HFOSc | the Open Molecules 2025 dataset | the ωB97M-V functional and the def2-TZVPD basis
F -0.76 -3.24 2.00
C -0.71 -0.07 -0.45
C 1.19 1.69 -0.36
Sc -0.67 -1.78 0.83
C 0.45 0.70 -0.63
H -1.47 0.07 -1.23
O 1.98 2.62 -0.16
```

Properties
Orbital gap (alpha / beta), eV: 6.090 / 6.809
⟨S²⟩: 0.752
Spin multiplicity: 2

=====

10.
Density functional theory data (the ωB97M-V functional and the def2-TZVPD basis) for 2 unconnected molecules or ions with the total composition C3HI2NO2.

```
9
C3HI2NO2 | the Open Molecules 2025 dataset | the ωB97M-V functional and the def2-TZVPD basis
I 2.97 1.18 -2.00
O -2.41 -2.40 0.93
H 2.02 -0.22 0.00
N 0.41 0.64 -0.35
O -0.53 -1.17 1.35
I -1.87 2.40 0.13
C 1.61 0.42 -0.64
C -1.47 -1.79 1.17
C -0.72 0.94 -0.59
```

Properties
ΔE to the lowest compared entry with this formula, charge and spin, kcal/mol: 9.62
Orbital gap, eV: 7.647

=====

11.
Density functional theory data (the ωB97M-V functional and the def2-TZVPD basis) for a molecular structure, C3HKO2.

```
7
C3HKO2 | the Open Molecules 2025 dataset | the ωB97M-V functional and the def2-TZVPD basis
C 0.85 0.95 -1.44
H 1.57 3.10 -0.90
C 1.35 2.08 -1.18
O -1.87 -1.85 1.97
K 0.33 -2.60 0.31
O 0.47 -0.18 -1.40
C -2.71 -1.50 2.64
```

Properties
ΔE to the lowest compared entry with this formula, charge and spin, kcal/mol: 0.00
Orbital gap (alpha / beta), eV: 9.627 / 7.303
Charge: +1
⟨S²⟩: 0.760
Spin multiplicity: 2

=====

12.
Density functional theory data (the ωB97M-V functional and the def2-TZVPD basis) for a molecular structure, C3HLiO4Sc.

```
10
C3HLiO4Sc | the Open Molecules 2025 dataset | the ωB97M-V functional and the def2-TZVPD basis
O -3.12 -0.43 0.07
H 3.19 -0.61 0.34
C 1.51 -0.22 -0.26
O 0.25 -0.72 -0.09
C -1.99 -0.24 0.07
Li -5.26 -1.05 -0.08
C -0.70 0.20 0.07
O 1.75 0.96 0.04
O 2.39 -1.12 -0.04
Sc 0.21 2.35 0.16
```

Properties
ΔE to the lowest compared entry with this formula, charge and spin, kcal/mol: 0.00
Orbital gap (alpha / beta), eV: 7.339 / 8.757
Charge: +4
⟨S²⟩: 0.757
Spin multiplicity: 2

=====

What is the formula in the seventh record? C3HF5